{
  "formula": "C5H14NOS",
  "method": "wB97M-V/def2-TZVPD",
  "charge": -1,
  "largest_force_ev_per_a": 1.63,
  "orbital_gap_ev": 5.7,
  "homo_energy_ev": -2.4,
  "mol_weight_g_mol": 136.24,
  "relative_energy_kj_mol": 95.40,
  "species": ["C", "N", "C", "C", "S", "C", "C", "H", "H", "H", "H", "H", "H", "H", "H", "H", "H", "H", "H", "H", "H", "O"],
  "positions_angstrom": [[-0.4502, 2.5673, 1.0554], [0.9277, 2.1233, 1.0875], [1.1288, 0.6687, 1.1547], [2.0777, 0.1220, 0.1134], [1.9098, -1.7005, -0.0216], [-1.3374, 2.0464, -0.0876], [-2.8391, 2.0854, 0.2587], [-0.4728, 3.6691, 1.0221], [-0.9424, 2.2664, 1.9871], [1.4725, 2.5918, 0.3820], [0.1890, 0.1333, 1.0446], [1.5717, 0.4482, 2.1167], [2.0053, 0.6248, -0.8551], [3.1046, 0.3224, 0.4248], [-1.0688, 1.0224, -0.3555], [-1.1618, 2.5842, -1.0169], [-2.9604, 1.6725, 1.2630], [-3.2722, 3.0585, 0.0623], [-3.3585, 1.3389, -0.3688], [-1.4874, -4.7752, -2.7318], [-3.0124, -4.8508, -2.6166], [-2.2467, -5.3099, -2.9968]]
}



{
  "formula": "C15H13BrCl5IOSbV",
  "method": "wB97M-V/def2-TZVPD",
  "charge": 1,
  "s_squared": 3.76,
  "largest_force_ev_per_a": 3.33,
  "orbital_gap_ev": [7.3, 7.5],
  "homo_energy_ev": [-11.5, -11.5],
  "mol_weight_g_mol": 766.05,
  "multiplicity": 4,
  "relative_energy_kj_mol": 123.69,
  "species": ["V", "Cl", "C", "C", "Cl", "C", "Cl", "C", "O", "C", "Cl", "C", "Cl", "Br", "C", "C", "C", "C", "C", "C", "I", "H", "H", "H", "H", "C", "Sb", "C", "C", "H", "H", "H", "H", "H", "H", "H", "H", "H"],
  "positions_angstrom": [[0.1953, 1.8455, -0.3150], [0.0962, 1.5937, 6.5115], [0.5248, 1.6646, 4.8585], [-0.3444, 2.2603, 3.9383], [-1.8372, 2.9203, 4.4461], [0.0038, 2.2847, 2.5954], [-1.0360, 2.9635, 1.4105], [1.2147, 1.7509, 2.1161], [1.4950, 1.7802, 0.8430], [2.0710, 1.1451, 3.0596], [3.4993, 0.4208, 2.4627], [1.7290, 1.1021, 4.4130], [2.7629, 0.3331, 5.5305], [-1.5465, -3.3181, -2.5595], [-2.5208, -3.2874, -0.9416], [-3.3139, -4.3775, -0.6117], [-4.0416, -4.3718, 0.5652], [-4.0020, -3.2706, 1.4052], [-3.2065, -2.1811, 1.0852], [-2.4640, -2.2037, -0.0783], [-1.0690, -0.5707, -0.4901], [-3.3450, -5.2202, -1.2831], [-4.6394, -5.2317, 0.8219], [-4.5805, -3.2527, 2.3145], [-3.1632, -1.3234, 1.7415], [3.5018, 0.6938, -2.2272], [1.5706, 1.5586, -2.5022], [1.9985, 3.0822, -3.9454], [0.7884, 0.0806, -3.8408], [3.9330, 0.4720, -3.2005], [3.3920, -0.2210, -1.6474], [4.1398, 1.3848, -1.6822], [2.5896, 2.6356, -4.7396], [2.5575, 3.8944, -3.4883], [1.0713, 3.4731, -4.3587], [1.4805, -0.0305, -4.6711], [-0.1860, 0.3899, -4.2145], [0.6814, -0.8693, -3.3215]]
}



{
  "formula": "C9H13CrNO",
  "method": "wB97M-V/def2-TZVPD",
  "charge": -2,
  "s_squared": 6.27,
  "largest_force_ev_per_a": 5.54,
  "orbital_gap_ev": [3.5, 6.0],
  "homo_energy_ev": [2.4, -0.1],
  "mol_weight_g_mol": 203.20,
  "multiplicity": 5,
  "relative_energy_kj_mol": 254.04,
  "species": ["C", "C", "C", "C", "C", "Cr", "C", "C", "C", "N", "H", "H", "H", "H", "H", "H", "H", "H", "H", "H", "C", "O", "H", "H", "H"],
  "positions_angstrom": [[0.1203, -1.3447, -1.5503], [-1.2124, -1.4909, -1.0202], [-1.1142, -2.0374, 0.3030], [0.2527, -2.2631, 0.5849], [1.0475, -1.8519, -0.5512], [0.7359, 0.1537, 0.0379], [-1.2338, 1.9626, -0.9161], [-0.7191, 2.8667, -1.7431], [0.4855, 3.1144, -2.2065], [1.6126, -0.2284, 1.4167], [-1.9595, -2.2550, 0.9580], [-2.1368, -1.3042, -1.5440], [0.6394, -2.7514, 1.4879], [2.1216, -2.0231, -0.6856], [0.3795, -1.0821, -2.5802], [-2.0530, 1.3253, -1.3209], [2.3747, 0.2892, -0.3293], [-1.5732, 1.8945, 0.1714], [0.6893, 3.6546, -3.1404], [1.2345, 2.5753, -1.6616], [0.0476, 0.1806, 2.9120], [-0.8125, 0.2800, 1.8645], [1.1203, -0.4619, 2.6351], [-0.4628, -0.3796, 3.6655], [0.4160, 1.1766, 3.2127]]
}



{
  "formula": "C18H53O20",
  "method": "wB97M-V/def2-TZVPD",
  "charge": -1,
  "largest_force_ev_per_a": 2.10,
  "orbital_gap_ev": 9.4,
  "homo_energy_ev": -7.2,
  "mol_weight_g_mol": 589.60,
  "relative_energy_kj_mol": 0.00,
  "species": ["O", "C", "O", "O", "H", "C", "O", "H", "H", "H", "H", "C", "C", "O", "O", "H", "H", "H", "H", "H", "H", "C", "C", "O", "O", "H", "H", "H", "H", "H", "H", "C", "C", "O", "O", "H", "H", "H", "H", "H", "H", "C", "C", "O", "O", "H", "H", "H", "H", "H", "H", "C", "C", "O", "O", "H", "H", "H", "H", "H", "H", "C", "C", "O", "O", "H", "H", "H", "H", "H", "H", "C", "C", "O", "O", "H", "H", "H", "H", "H", "H", "C", "C", "O", "O", "H", "H", "H", "H", "H", "H"],
  "positions_angstrom": [[-0.6909, 0.9485, 0.3474], [0.2147, -0.0679, 0.1887], [1.4309, 0.2381, 0.0729], [-0.2524, -1.2317, 0.2484], [-1.5228, 0.4396, 0.5131], [-0.5505, 4.1030, -1.8705], [-1.7071, 4.7727, -2.3933], [0.0606, 3.6959, -2.6849], [0.0799, 4.6870, -1.2074], [-0.9127, 3.2102, -1.3597], [-1.5366, 5.7155, -2.4380], [2.4861, 0.9910, -3.0898], [3.9809, 1.2058, -3.0120], [4.6662, 0.5978, -4.0986], [1.7831, 1.8001, -2.1806], [2.2389, -0.0731, -2.9659], [2.1418, 1.2090, -4.1128], [4.3946, 0.7988, -2.0879], [4.1817, 2.2861, -2.9784], [4.2125, 0.8727, -4.9018], [1.7689, 1.3362, -1.3212], [-0.3305, 0.0325, -4.3398], [-1.5706, 0.3549, -3.5285], [-2.7711, -0.1142, -4.0866], [0.0751, -1.2952, -4.2380], [0.4313, 0.7609, -4.0199], [-0.5246, 0.2196, -5.4037], [-1.6429, 1.3958, -3.1921], [-1.4373, -0.1950, -2.5866], [-2.8209, 0.1456, -5.0107], [-0.2153, -1.6833, -3.3845], [-5.2881, -0.8365, 0.4259], [-4.3077, 0.2988, 0.4047], [-3.1598, 0.0461, 1.2327], [-6.1468, -0.7962, 1.5570], [-4.7454, -1.7827, 0.4635], [-5.8636, -0.8382, -0.5059], [-4.7858, 1.2365, 0.7220], [-3.9504, 0.4508, -0.6115], [-3.5275, -0.2371, 2.0797], [-6.8833, -0.2147, 1.3535], [3.9600, -2.1742, -0.0186], [3.5419, -2.5303, 1.4048], [2.7630, -1.5138, 1.9729], [2.8054, -2.1794, -0.8741], [4.7350, -2.8362, -0.4055], [4.3637, -1.1510, -0.0378], [4.4577, -2.6362, 1.9984], [3.0295, -3.5006, 1.3614], [1.9721, -1.4127, 1.4203], [2.3470, -1.3756, -0.5654], [-1.7597, 2.9284, 2.8583], [-1.3536, 3.8011, 1.6599], [-0.0335, 3.5771, 1.2390], [-1.8963, 3.7262, 4.0216], [-1.0073, 2.1484, 3.0183], [-2.6779, 2.3697, 2.6203], [-1.3851, 4.8183, 2.0577], [-2.0740, 3.6811, 0.8468], [-0.0422, 2.7394, 0.7519], [-2.5636, 3.3386, 4.5911], [4.2081, 3.6181, 2.1981], [3.2684, 2.6175, 1.6321], [3.7817, 1.2967, 1.8700], [4.3231, 3.5209, 3.6222], [3.8543, 4.6165, 1.9452], [5.2108, 3.4761, 1.7811], [3.2693, 2.7540, 0.5325], [2.2283, 2.7316, 1.9472], [3.3208, 0.6449, 1.3291], [4.9432, 2.8101, 3.8014], [-1.5433, -4.6762, -0.5938], [-1.8467, -3.5303, -1.5301], [-0.6595, -2.9631, -2.0472], [-0.9833, -5.7951, -1.2812], [-2.4500, -4.9805, -0.0727], [-0.8307, -4.3332, 0.1643], [-2.4237, -2.7888, -0.9473], [-2.5154, -3.7913, -2.3504], [-0.2899, -2.4147, -1.3268], [-0.1558, -5.4878, -1.6670], [-0.7683, -3.1180, 2.9431], [-1.2794, -3.3938, 4.3341], [-1.9030, -4.6703, 4.4894], [-1.8166, -2.7382, 2.0785], [-0.1930, -3.9610, 2.5372], [-0.0494, -2.2865, 3.0339], [-1.8804, -2.5559, 4.6752], [-0.3749, -3.4159, 4.9634], [-1.2081, -5.3169, 4.6206], [-1.4214, -2.1710, 1.3971]]
}